{
  "formula": "C2H7ClN2O2P",
  "method": "ωB97M-V with the def2-TZVPD basis set",
  "symbols": ["C", "C", "N", "N", "O", "O", "P", "Cl", "H", "H", "H", "H", "H", "H", "H"],
  "xyz": [[-0.787, -1.338, 0.218], [-1.495, 1.045, 0.120], [-0.075, 0.145, -1.478], [-1.088, -0.116, -0.612], [1.656, 1.052, 1.301], [3.373, 1.368, -0.458], [2.148, 0.661, -0.019], [2.745, -1.318, 0.331], [-0.007, -1.951, -0.256], [-0.267, -1.031, 1.111], [-1.734, -1.912, 0.449], [-0.833, 1.229, 0.963], [-1.544, 2.098, -0.295], [-2.508, 0.752, 0.396], [0.416, -0.684, -1.773]],
  "forces_ev_per_a": [[-1.0755, 0.3660, 0.0141], [-1.0322, 1.0697, 0.9894], [0.6969, 1.9044, -0.0744], [2.3345, -1.6908, -1.2668], [-1.9663, 0.4504, 1.6727], [0.2759, 0.1008, -1.4743], [0.5206, 0.5837, -0.3782], [0.2737, -1.4281, -0.2357], [-0.7796, 0.0835, -0.3587], [-0.1295, 0.2588, 0.7462], [1.0766, 0.5528, -0.2125], [0.0254, -0.3992, 0.5347], [0.1573, -1.7636, -0.8809], [-0.1616, 0.5989, 0.7826], [-0.2161, -0.6873, 0.1418]],
  "relative_energy_kcal_mol": 50.1,
  "gap_ev": [7.48, 7.02],
  "total_charge": -1,
  "total_energy_ha": -1141.9724
}

***

{
  "formula": "C2H7ClO",
  "method": "ωB97M-V with the def2-TZVPD basis set",
  "symbols": ["C", "C", "Cl", "H", "H", "H", "H", "H", "O", "H", "H"],
  "xyz": [[-0.098, 1.517, 0.258], [-0.404, 0.882, -1.076], [-0.909, -0.776, -0.709], [0.465, 2.412, -0.054], [0.543, 0.911, 0.920], [-0.986, 1.840, 0.827], [-1.233, 1.363, -1.630], [0.472, 0.839, -1.751], [0.761, -3.336, 0.863], [-0.041, -2.768, 0.926], [1.429, -2.884, 1.427]],
  "forces_ev_per_a": [[0.5731, 1.4202, -0.2309], [-0.1811, -0.2175, -0.1266], [-0.4122, -0.8431, -0.4586], [-0.0832, 0.0763, 0.7370], [-0.2695, 0.1281, -0.5378], [0.2794, -0.2937, -0.3918], [0.4711, -0.1662, 0.4619], [-0.4324, -0.0658, 0.5254], [-0.0860, 0.9271, 0.7204], [0.9165, -0.5135, -0.0842], [-0.7758, -0.4520, -0.6147]],
  "relative_energy_kcal_mol": 2.2,
  "gap_ev": 11.63,
  "smiles": "CCCl.O",
  "total_charge": 0,
  "total_energy_ha": -615.8204
}

***

{
  "formula": "C2H7ClO3P",
  "method": "ωB97M-V with the def2-TZVPD basis set",
  "symbols": ["C", "C", "O", "O", "O", "P", "Cl", "H", "H", "H", "H", "H", "H", "H"],
  "xyz": [[-0.595, -1.643, -0.137], [1.364, 2.538, 0.186], [-1.132, -2.959, 0.302], [0.190, -1.038, 0.748], [1.346, 1.091, -0.151], [1.647, -0.123, 0.803], [2.768, -1.091, -0.574], [-0.277, -3.499, 0.664], [-0.103, -1.730, -1.192], [-1.599, -1.166, -0.379], [0.422, 2.953, 0.073], [2.108, 2.817, -0.438], [1.641, 2.513, 1.262], [-1.876, -2.843, 1.054]],
  "forces_ev_per_a": [[-0.8825, 2.6183, -4.2162], [0.2072, -3.6294, 3.3555], [1.5193, -1.8431, 3.2218], [-0.5091, -0.4673, 1.0331], [-1.2255, 0.3537, -0.5265], [0.0623, 0.2987, 0.2367], [0.1801, -0.8321, -0.2630], [-2.8477, 1.1717, -0.6889], [-0.6041, -0.7828, 1.9439], [1.2314, 0.0748, 0.7059], [-1.6445, 0.7140, -0.5755], [2.0773, 1.9079, -1.6487], [0.0518, 0.8695, -0.6511], [2.3840, -0.4539, -1.9269]],
  "relative_energy_kcal_mol": 83.3,
  "gap_ev": 9.14,
  "total_charge": 1,
  "total_energy_ha": -1107.3674
}

***

{
  "formula": "C2H7ClP",
  "method": "ωB97M-V with the def2-TZVPD basis set",
  "symbols": ["C", "C", "P", "Cl", "H", "H", "H", "H", "H", "H", "H"],
  "xyz": [[1.773, -0.092, 0.287], [0.681, 0.683, 0.084], [-1.107, -0.033, -0.109], [-0.349, -2.151, -0.232], [2.482, -0.191, -0.536], [1.951, -0.635, 1.206], [0.813, 1.757, -0.027], [-0.829, 0.191, -1.524], [-2.399, -0.583, -0.474], [-1.333, -0.251, 1.303], [-1.683, 1.305, 0.020]],
  "forces_ev_per_a": [[0.1532, 0.6809, -0.4908], [-0.0577, -0.4586, 1.1761], [-1.1404, 1.9647, 1.4306], [0.2845, -0.9854, -0.1628], [1.2413, 1.0033, 0.7550], [-0.7938, -1.5884, -0.5989], [-0.2919, -0.0176, -2.0520], [0.5128, -0.1751, 0.1071], [0.1335, -0.0525, 0.0878], [-0.0794, -0.3507, -0.0849], [0.0378, -0.0206, -0.1672]],
  "gap_ev": 7.33,
  "total_charge": -1,
  "total_energy_ha": -881.8048
}

***

{
  "formula": "C2H7FO",
  "method": "ωB97M-V with the def2-TZVPD basis set",
  "symbols": ["C", "C", "F", "H", "H", "H", "H", "H", "O", "H", "H"],
  "xyz": [[0.000, 0.000, 0.000], [0.913, -0.547, 1.049], [0.626, -0.031, 2.280], [-1.024, -0.276, 0.302], [0.185, -0.389, -1.015], [0.074, 1.100, -0.026], [0.761, -1.627, 1.241], [2.000, -0.378, 0.923], [-3.571, 2.788, -6.061], [-3.982, 2.833, -6.954], [-3.840, 1.910, -5.709]],
  "forces_ev_per_a": [[-0.5629, 0.4277, -0.1388], [1.1653, -1.6752, 0.1284], [-0.5634, 1.1705, 1.1324], [0.2704, 0.2291, -0.3026], [0.0970, 0.0384, 0.5249], [-0.0538, -0.4080, -0.0521], [0.1677, 0.2012, -0.8120], [-0.5202, 0.0170, -0.4803], [-0.6961, -0.8618, -0.5541], [0.4288, -0.0852, 0.9734], [0.2671, 0.9463, -0.4191]],
  "relative_energy_kcal_mol": 0.4,
  "gap_ev": 12.53,
  "smiles": "CCF.O",
  "total_charge": 0,
  "total_energy_ha": -255.4864
}

***

{
  "formula": "C2H7FO2Si",
  "method": "ωB97M-V with the def2-TZVPD basis set",
  "symbols": ["C", "C", "O", "O", "F", "Si", "H", "H", "H", "H", "H", "H", "H"],
  "xyz": [[-1.198, -1.510, 0.110], [-0.254, 1.623, 0.580], [0.486, -0.164, -1.717], [2.053, -0.215, 0.819], [2.951, 0.110, -0.207], [-0.021, -0.096, -0.243], [-1.207, -1.934, 1.068], [-2.267, -1.371, -0.128], [-0.902, -2.389, -0.533], [0.388, 2.376, 0.018], [-1.306, 1.743, 0.692], [0.135, 1.521, 1.656], [1.142, 0.306, -2.114]],
  "forces_ev_per_a": [[0.0501, -0.7997, -2.1762], [1.8751, -1.4809, 0.5262], [-2.6475, -2.2523, -0.3925], [-3.3154, -0.5415, -0.1842], [0.6028, 0.2810, -1.0670], [2.1732, 0.9654, 3.9990], [0.3454, -0.1265, 1.7209], [0.4629, 0.5486, -0.0986], [-0.0461, 0.9762, 0.3597], [-1.2911, -0.7327, 0.7962], [-0.8710, 1.0215, -0.3508], [-0.2669, 0.1025, -1.6485], [2.9285, 2.0383, -1.4842]],
  "relative_energy_kcal_mol": 68.4,
  "gap_ev": 9.54,
  "total_charge": 0,
  "total_energy_ha": -620.1394
}

***

{
  "formula": "C2H7FSi",
  "method": "ωB97M-V with the def2-TZVPD basis set",
  "symbols": ["C", "Si", "F", "H", "H", "H", "C", "H", "H", "H", "H"],
  "xyz": [[2.901, -1.500, 0.005], [1.192, -1.813, 0.374], [0.085, -1.147, -0.562], [3.161, -1.027, -0.956], [3.733, -1.984, 0.635], [0.639, -2.619, 1.386], [-2.396, 1.997, -0.224], [-1.930, 2.274, -1.243], [-1.592, 1.767, 0.533], [-2.988, 1.128, -0.244], [-2.805, 2.925, 0.297]],
  "forces_ev_per_a": [[-1.2753, -1.3579, 1.0008], [3.5337, 1.3161, -1.7950], [-0.1833, -0.1665, 0.2022], [-0.0217, -0.1319, 0.7779], [-1.4506, 0.9026, -1.1152], [-0.6105, -0.5566, 0.9279], [2.5533, 2.4957, 0.7844], [-0.8274, -0.5529, 1.7697], [-0.2383, -0.0241, -1.1276], [-1.2067, -0.6286, -0.2532], [-0.2732, -1.2961, -1.1718]],
  "relative_energy_kcal_mol": 64.4,
  "gap_ev": 9.07,
  "smiles": "C=[SiH]F.C",
  "total_charge": 0,
  "total_energy_ha": -469.7175
}

***

{
  "formula": "C2H7I2N2O",
  "method": "ωB97M-V with the def2-TZVPD basis set",
  "symbols": ["C", "C", "N", "N", "O", "I", "I", "H", "H", "H", "H", "H", "H", "H"],
  "xyz": [[-1.338, 0.135, 0.813], [0.016, 0.178, 0.012], [-0.208, 0.339, -1.374], [0.963, -0.904, 0.245], [0.705, 1.342, 0.567], [1.306, 1.385, -2.481], [-0.895, -1.314, -2.424], [-0.941, 0.062, 1.780], [-1.878, 1.104, 0.810], [-1.920, -0.730, 0.516], [1.924, -0.561, 0.591], [0.892, -1.636, 0.953], [1.360, -1.409, -0.636], [0.014, 2.008, 0.629]],
  "forces_ev_per_a": [[1.2399, -0.5097, -1.2388], [-1.5623, 3.4521, 0.6073], [0.2930, 0.8345, -1.7180], [5.7029, -2.4630, 0.0237], [-0.3735, -1.8329, -0.9799], [-0.6024, -0.6665, 0.6333], [0.0931, 0.3368, 0.4426], [-0.0749, -0.5820, 1.9023], [0.3230, -0.7028, -0.7260], [-0.3866, 0.1532, 0.1744], [-1.6026, 0.7008, -0.4608], [-1.4260, -0.1240, 0.0948], [-1.7173, 0.9594, 1.1698], [0.0937, 0.4441, 0.0752]],
  "relative_energy_kcal_mol": 41.4,
  "gap_ev": 8.00,
  "total_charge": 1,
  "total_energy_ha": -860.2095
}

***

{
  "formula": "C2H7IN",
  "method": "ωB97M-V with the def2-TZVPD basis set",
  "symbols": ["C", "C", "N", "I", "H", "H", "H", "H", "H", "H", "H"],
  "xyz": [[0.120, -0.809, 0.159], [2.061, 0.686, -0.381], [1.029, 0.331, 0.252], [-3.567, 0.109, -0.692], [0.206, -1.612, 0.842], [-0.841, -0.357, 0.399], [-0.138, -1.097, -0.879], [2.363, 1.743, -0.152], [2.532, 0.108, -1.069], [-4.515, -0.090, 0.540], [0.749, 0.987, 0.980]],
  "forces_ev_per_a": [[-2.1296, 0.9814, -1.6696], [-0.8855, 3.1912, 1.8958], [-0.2457, -0.3002, 1.0596], [0.4326, 0.1448, -0.7293], [1.0064, -0.7144, 0.5854], [-0.1236, 0.0452, 0.3830], [1.1688, -0.1743, 0.4252], [0.3097, -1.3434, -0.3490], [1.1691, -1.7101, -2.1229], [-0.4943, -0.1165, 0.6998], [-0.2079, -0.0036, -0.1778]],
  "relative_energy_kcal_mol": 21.1,
  "gap_ev": 7.80,
  "total_charge": 1,
  "total_energy_ha": -432.5382
}

***

{
  "formula": "C2H7IN2",
  "method": "ωB97M-V with the def2-TZVPD basis set",
  "symbols": ["C", "C", "N", "I", "H", "H", "H", "H", "N", "H", "H", "H"],
  "xyz": [[-0.393, 1.247, 0.253], [0.941, 0.958, -0.260], [1.670, 0.234, 0.473], [3.581, -0.418, 0.071], [-0.985, 0.335, 0.418], [-0.494, 2.008, 1.022], [-1.133, 1.733, -0.474], [1.217, 1.387, -1.270], [-1.234, -1.749, 0.026], [-1.791, -2.507, -0.210], [-0.570, -1.930, 0.817], [-0.811, -1.298, -0.866]],
  "forces_ev_per_a": [[-3.7551, 1.1269, -1.2036], [1.4818, 0.3876, -1.4226], [0.0019, -0.4186, 0.5817], [-0.4498, 0.4385, -0.3946], [0.5743, 0.2634, 0.8952], [0.6176, -0.4696, 0.7070], [1.5008, -0.4565, -0.0125], [0.0431, -0.5126, 0.9641], [2.2499, 2.5982, -0.5308], [-0.8696, -1.6803, -0.3814], [-0.7433, 0.2026, -1.6771], [-0.6516, -1.4798, 2.4746]],
  "relative_energy_kcal_mol": 6.4,
  "gap_ev": 9.12,
  "smiles": "C/C=N/I.N",
  "total_charge": 0,
  "total_energy_ha": -487.5382
}